(1)
Density functional theory data (the ωB97M-V functional and the def2-TZVPD basis) for 2 unconnected molecules or ions with the total composition C11H24S in a non-equilibrium geometry.

Results
HOMO-LUMO gap = 9.1 eV
Maximum force = 0.13520 hartree/bohr
Structure (SMILES) = CCC(C)(C)SC.CC=C(C)C
Energy relative to the best compared isomer or geometry (same formula, charge and spin) = 21.1 kJ/mol
Molecular weight = 188.38 g/mol

```
! wB97M-V def2-TZVPD RIJCOSX def2/J DEFGRID3
* xyz 0 1
C 3.607 -2.190 0.024
C 2.328 -1.494 0.471
C 1.059 -1.571 -0.430
C 0.678 -3.004 -0.661
C 1.169 -0.798 -1.746
S -0.410 -0.806 0.566
C -0.503 -1.499 2.359
H 3.878 -3.067 0.492
H 4.426 -1.512 0.196
H 3.645 -2.335 -1.086
H 2.515 -0.428 0.627
H 2.035 -1.929 1.392
H -0.038 -3.267 -1.607
H 1.570 -3.577 -0.803
H -0.068 -3.263 0.142
H 1.393 0.221 -1.492
H 0.327 -0.991 -2.429
H 1.966 -1.208 -2.363
H 0.337 -1.266 2.936
H -1.262 -0.827 2.580
H -0.727 -2.539 2.445
C -3.475 1.815 0.981
C -2.555 1.230 -0.350
C -1.719 2.313 -0.745
C -0.999 3.066 0.505
C -0.888 2.898 -1.724
H -4.319 2.582 0.851
H -3.728 0.864 1.507
H -2.755 2.457 1.516
H -3.260 0.832 -1.042
H -1.505 3.661 1.341
H -0.357 2.360 1.026
H -0.541 3.972 0.203
H 0.120 2.883 -1.312
H -0.798 2.518 -2.700
H -1.144 3.900 -1.670
*
```


(2)
Density functional theory data (the ωB97M-V functional and the def2-TZVPD basis) for a gas-phase ion, C3H2NO4S3 (charge -1) in a non-equilibrium geometry.

Results
HOMO-LUMO gap = 7.8 eV
Maximum force = 0.08786 hartree/bohr
Structure (SMILES) = N#C/C=C\SS12([O-])=S(=O)(O1)O2
Energy relative to the best compared isomer or geometry (same formula, charge and spin) = 229.9 kJ/mol
Molecular weight = 212.25 g/mol

```
! wB97M-V def2-TZVPD RIJCOSX def2/J DEFGRID3
* xyz -1 1
N -1.214 3.606 -0.628
C -0.849 2.711 0.043
C -0.218 1.861 0.922
C 0.762 0.986 0.530
S 1.405 0.930 -1.005
S -0.049 -1.021 -1.380
O 0.163 -1.468 -2.718
S -0.118 -2.926 0.301
O -0.323 -2.396 1.653
O -1.157 -2.428 -0.740
O 1.053 -1.779 -0.313
H -0.546 1.612 1.953
H 1.091 0.310 1.382
*
```


(3)
Density functional theory data (the ωB97M-V functional and the def2-TZVPD basis) for C3H7NO2 in the gas phase.

Results
HOMO-LUMO gap = 11.0 eV
Maximum force = 0.00839 hartree/bohr
Structure (SMILES) = NC(=O)CCO
Energy relative to the best compared isomer or geometry (same formula, charge and spin) = 48.8 kJ/mol
Molecular weight = 89.09 g/mol

```
! wB97M-V def2-TZVPD RIJCOSX def2/J DEFGRID3
* xyz 0 1
N -1.802 -0.830 -0.531
C -0.620 -0.202 -0.781
O 0.056 -0.444 -1.771
C -0.168 0.815 0.248
C 1.305 0.553 0.576
O 1.539 -0.814 0.850
H -2.234 -0.793 0.378
H -2.041 -1.602 -1.136
H -0.781 0.771 1.153
H -0.277 1.816 -0.186
H 1.924 0.886 -0.265
H 1.604 1.113 1.470
H 1.495 -1.267 -0.005
*
```


(4)
Density functional theory data (the ωB97M-V functional and the def2-TZVPD basis) for 8 unconnected molecules or ions with the total composition C26H73N5O11 in a non-equilibrium geometry.

Results
HOMO-LUMO gap (spin up / spin down) = 7.3 / 1.6 eV
Maximum force = 0.07284 hartree/bohr
Molecular weight = 631.89 g/mol

```
! wB97M-V def2-TZVPD RIJCOSX def2/J DEFGRID3
* xyz 1 2
C -2.985 -3.282 0.284
C -2.451 -4.011 -0.917
O -2.703 -5.429 -0.824
O -2.221 -3.545 1.456
H -4.049 -3.391 0.494
H -2.768 -2.228 0.106
H -1.388 -3.829 -1.070
H -3.016 -3.661 -1.781
H -2.396 -5.703 0.044
H -1.890 -2.717 1.812
C -1.616 5.223 -1.149
C -2.818 4.253 -1.329
O -3.908 4.666 -0.432
O -1.838 6.584 -1.503
H -0.857 4.860 -1.842
H -1.185 5.267 -0.149
H -2.425 3.355 -0.850
H -3.161 3.977 -2.326
H -4.707 4.346 -0.856
H -1.320 7.122 -0.900
C -3.504 2.518 2.682
C -2.410 2.723 3.796
O -2.838 2.260 5.022
O -3.541 1.182 2.205
H -3.209 3.050 1.777
H -4.458 2.843 3.095
H -2.191 3.771 4.000
H -1.413 2.358 3.550
H -3.098 1.358 4.822
H -4.184 0.744 2.768
C -0.706 0.784 0.263
C -0.341 -0.615 0.654
C 1.221 -0.785 0.683
O 1.728 -0.617 -0.642
C 3.085 -0.270 -0.631
N -1.037 -1.003 1.883
H -1.787 0.897 0.334
H -0.283 0.974 -0.723
H -0.345 1.498 1.003
H -0.718 -1.290 -0.115
H 1.418 -1.822 0.955
H 1.643 -0.071 1.390
H 3.404 -0.488 -1.650
H 3.791 -0.665 0.100
H 3.140 0.807 -0.470
H -0.517 -0.722 2.702
H -1.843 -0.397 1.942
C 3.104 3.804 -1.198
C 3.478 5.257 -1.606
C 2.349 6.155 -2.118
O 1.630 5.646 -3.215
C 2.204 5.573 -4.509
N 4.016 5.988 -0.503
H 2.629 3.755 -0.218
H 4.033 3.252 -1.054
H 2.566 3.253 -1.970
H 4.270 5.193 -2.352
H 2.696 7.154 -2.381
H 1.648 6.318 -1.300
H 1.477 5.114 -5.180
H 3.110 4.978 -4.627
H 2.335 6.570 -4.931
H 3.374 6.253 0.230
H 4.306 6.931 -0.718
C 1.789 -4.026 -2.352
C 1.432 -5.037 -1.304
C 2.488 -6.200 -1.141
O 3.854 -5.727 -0.909
C 4.757 -6.777 -0.762
N 1.405 -4.260 -0.144
H 2.728 -3.526 -2.117
H 1.064 -3.217 -2.430
H 1.860 -4.470 -3.346
H 0.458 -5.519 -1.381
H 2.478 -6.786 -2.060
H 2.284 -6.768 -0.233
H 5.754 -6.342 -0.839
H 4.709 -7.542 -1.537
H 4.617 -7.299 0.185
H 1.210 -3.325 -0.470
H 2.373 -4.284 0.145
C -2.077 -2.335 6.436
C -1.889 -0.926 5.906
C -0.422 -0.447 5.726
O 0.310 -1.280 4.797
C 1.617 -0.836 4.512
N -2.587 -0.762 4.671
H -3.142 -2.510 6.589
H -1.613 -2.448 7.416
H -1.848 -3.043 5.640
H -2.387 -0.118 6.443
H 0.008 -0.372 6.725
H -0.424 0.555 5.297
H 2.198 -0.773 5.431
H 1.621 0.167 4.084
H 2.178 -1.449 3.806
H -3.400 -1.358 4.739
H -2.066 -1.374 4.060
C -2.475 -1.201 -3.312
C -1.414 -1.393 -4.387
C -0.027 -0.762 -3.958
O -0.144 0.639 -4.113
C 0.795 1.473 -3.493
N -1.358 -2.882 -4.430
H -2.765 -0.160 -3.171
H -2.070 -1.547 -2.361
H -3.402 -1.763 -3.190
H -1.761 -0.897 -5.293
H 0.796 -1.174 -4.542
H 0.214 -1.019 -2.927
H 1.056 1.310 -2.447
H 0.474 2.515 -3.490
H 1.737 1.538 -4.037
H -1.006 -3.172 -3.529
H -0.518 -3.164 -4.915
*
```


(5)
Density functional theory data (the ωB97M-V functional and the def2-TZVPD basis) for 2 unconnected molecules or ions with the total composition C5H15NOS in a non-equilibrium geometry.

Results
HOMO-LUMO gap = 9.2 eV
Maximum force = 0.02536 hartree/bohr
Structure (SMILES) = CSCC[C@@H](C)N.O
Energy relative to the best compared isomer or geometry (same formula, charge and spin) = 48.3 kJ/mol
Molecular weight = 137.25 g/mol

```
! wB97M-V def2-TZVPD RIJCOSX def2/J DEFGRID3
* xyz 0 1
C -2.494 0.740 -1.055
S -2.058 1.107 0.663
C -1.415 -0.457 1.302
C 0.055 -0.365 1.711
C 1.038 -0.010 0.584
C 2.486 -0.251 1.060
N 0.676 -0.746 -0.634
H -2.274 -0.310 -1.272
H -3.556 0.942 -1.220
H -1.956 1.388 -1.746
H -1.613 -1.320 0.687
H -2.032 -0.715 2.183
H 0.152 0.330 2.538
H 0.342 -1.358 2.097
H 0.870 1.042 0.402
H 3.015 0.697 1.204
H 2.522 -0.964 1.874
H 3.025 -0.763 0.257
H 0.147 -1.587 -0.458
H 1.501 -1.041 -1.139
O 0.337 1.272 -3.314
H 0.284 0.458 -2.807
H 0.950 1.909 -2.916
*
```


(6)
Density functional theory data (the ωB97M-V functional and the def2-TZVPD basis) for C2H4NPS in the gas phase in a non-equilibrium geometry.

Results
HOMO-LUMO gap = 8.5 eV
Maximum force = 0.09504 hartree/bohr
Structure (SMILES) = C1CSP=N1
Energy relative to the best compared isomer or geometry (same formula, charge and spin) = 75.8 kJ/mol
Molecular weight = 105.10 g/mol

```
! wB97M-V def2-TZVPD RIJCOSX def2/J DEFGRID3
* xyz 0 1
C -0.510 -0.709 -0.058
C 0.782 0.153 -0.487
S 0.970 1.529 0.762
P -1.043 1.426 1.452
N -1.517 -0.067 0.792
H -1.014 -0.821 -1.055
H -0.128 -1.517 0.466
H 1.593 -0.661 -0.457
H 0.867 0.667 -1.415
*
```